Entry 1:
28
Properties=species:S:1:pos:R:3:forces:R:3 method="wB97M-V/def2-TZVPD" molar_mass_g_mol=179.24 total_charge=+1 relative_energy_kcal_mol=250.38
C 2.6843 -1.2965 2.5391 0.0994 5.4188 -8.5785
C 2.6224 -0.4795 1.3773 -0.3821 -4.3632 6.0688
C 2.3115 0.4742 0.0826 0.3159 -0.1037 0.9431
N 2.9795 1.8611 -0.0024 -3.7519 -2.9750 -4.0914
C 2.5424 2.4693 -1.3187 -2.7960 -5.3514 0.1521
C 1.5435 1.3485 -1.9787 2.6949 1.8059 2.7106
N 1.4182 0.1160 -1.0795 4.1886 6.4738 1.3473
C 0.6054 -1.0978 -1.4397 -0.7599 -2.1128 -0.6361
C -0.1975 -1.8242 -0.2195 -0.8200 -0.4651 0.2160
C -1.5912 -1.0470 0.2500 0.0609 -0.9701 -0.4911
C -1.4568 0.5780 0.3412 1.1899 -0.3725 -0.6947
O -2.6830 1.3120 0.6644 0.3498 -2.4515 0.1578
C -3.7977 0.4381 1.0484 -1.9817 0.3848 1.0013
H 2.9787 -2.0939 3.3619 -0.7514 2.1656 -2.1093
H 3.6475 2.3032 0.6929 -1.2477 -1.1535 -1.0176
H 2.8489 3.4973 -1.7880 -0.5808 -2.3212 1.3450
H 1.0011 1.4631 -3.0214 1.2053 -0.5029 2.5980
H -0.1975 -0.7868 -2.2600 1.8828 -0.2853 1.8508
H 1.3220 -1.8882 -1.9727 -1.3805 1.8507 1.3045
H -0.5724 -2.8752 -0.6457 1.0117 2.3466 0.7759
H 0.4492 -2.0920 0.7253 -0.9811 0.8341 -2.1054
H -1.8876 -1.5731 1.2802 0.5588 1.4304 -2.3073
H -2.4054 -1.3622 -0.5644 1.6981 0.8840 1.8837
H -1.0890 0.9942 -0.7157 -0.8813 -0.9264 2.1292
H -0.5579 0.8269 1.0848 -2.0913 -0.3636 -1.1765
H -3.5827 -0.2224 2.0196 -0.2493 1.3241 -2.2997
H -4.6879 1.1617 1.3793 2.1357 -1.4316 -0.8138
H -4.2481 -0.2048 0.1593 1.2632 1.2312 1.8375

Entry 2:
66
Properties=species:S:1:pos:R:3:forces:R:3 method="wB97M-V/def2-TZVPD" e_tot_ha=-2975.64024 molar_mass_g_mol=443.03 total_charge=0
Cu -1.8889 1.0651 1.7842 1.4071 0.2618 -0.8690
F -0.7309 1.2487 -0.2216 -0.8172 -0.2645 1.3965
C 0.5196 3.7020 -4.4530 0.3498 -0.0449 -0.4901
O 1.4742 2.8457 -3.9033 1.2750 0.7156 0.0707
C 0.9620 2.1187 -2.8264 0.7218 -1.1244 0.4989
C 2.1299 1.3220 -2.0888 -0.9335 0.8949 -1.4101
O 2.6428 0.2986 -2.9360 -0.1590 -0.3659 -0.1971
C 3.8459 -0.2778 -2.4497 -0.5938 0.4257 0.1338
H 0.2990 4.5812 -3.8476 -0.2809 -0.1369 0.5873
H -0.3637 3.0959 -4.6541 -0.4649 0.4022 -0.2469
H 0.9427 4.1293 -5.3621 -0.1012 -0.3442 -0.2424
H 0.1917 1.4899 -3.2728 -0.0501 -0.7967 0.4448
H 0.4138 2.7568 -2.1332 0.2734 0.0878 0.4598
H 1.7599 0.9561 -1.1311 -0.1694 -0.2320 0.0376
H 2.9549 2.0144 -1.9213 -0.0186 0.3997 0.2246
H 3.6376 -0.7845 -1.5073 0.1983 -0.1237 0.2775
H 4.5944 0.4993 -2.2951 0.1793 0.1074 0.1503
H 4.2594 -1.0018 -3.1518 -0.3642 0.0845 -0.1956
C -0.8244 -3.9120 0.9357 1.2065 -0.6571 0.0064
O -0.1985 -2.9649 1.7809 -1.2688 0.9607 0.4089
C 0.2263 -1.8585 1.0436 1.9536 1.6189 0.1411
C 0.7263 -0.7119 1.9863 0.2030 -0.8130 -1.5509
O -0.3307 -0.2674 2.7514 -1.6661 0.4008 2.6836
C -0.3808 -0.8096 4.0916 -0.2832 -0.4517 -0.1587
H -1.4909 -3.5309 0.1619 -0.0500 0.4370 0.2007
H -1.3258 -4.6641 1.5448 0.0587 0.1245 0.0267
H 0.0531 -4.3408 0.4519 -0.3887 -0.8002 -0.6501
H -0.4514 -1.4569 0.2902 -0.7795 -0.0188 0.4790
H 1.1003 -2.0984 0.4380 0.4511 -0.4785 -0.2259
H 1.0540 0.1958 1.4796 -0.0201 -0.3815 -0.9287
H 1.6019 -1.0169 2.5593 -0.1975 -0.3871 0.4841
H -0.3728 -1.8996 4.0817 0.3374 -0.0579 -0.3205
H -1.3091 -0.5636 4.6070 0.0403 0.4807 -0.4826
H 0.4422 -0.4459 4.7068 0.2020 0.1189 -0.1501
C -2.3828 -1.4716 -1.9203 -0.5084 -0.9133 -0.2603
O -1.2767 -2.3184 -2.1939 -0.3985 0.7870 0.2878
C -0.0648 -1.6662 -2.4722 0.9027 -1.5533 -0.5401
C 0.9077 -2.8370 -2.7499 -0.3044 -0.2596 -0.1821
O 0.5646 -3.7176 -3.8669 -0.5922 2.3476 1.4675
C 1.5815 -4.5822 -4.1927 -0.2532 -1.0276 -0.7997
H -3.1443 -2.1953 -1.6300 -0.2751 0.2373 0.2253
H -2.7637 -0.9869 -2.8193 0.2192 0.2223 -0.2167
H -2.2556 -0.7216 -1.1397 0.5040 0.0416 0.0880
H 0.3352 -1.1627 -1.5921 -0.0221 0.2965 0.0871
H -0.1117 -0.9330 -3.2774 -0.2142 -0.0839 -0.2289
H 0.8738 -3.4507 -1.8498 -0.0624 -0.2299 0.2142
H 1.9336 -2.4721 -2.8007 0.1113 0.1618 -0.5217
H 1.1005 -5.3101 -4.8462 0.2065 -0.1264 -0.2652
H 1.9472 -5.1761 -3.3551 0.3621 0.2305 0.3481
H 2.3723 -4.0963 -4.7642 0.3945 0.0461 0.2093
C 0.2573 3.8259 1.8425 -0.0801 -0.0355 0.2488
O -0.8756 3.1908 2.4765 0.3869 -0.0326 -2.5119
C -0.8074 3.2713 3.8498 -1.0352 -0.1808 -0.0094
C -2.1759 2.8080 4.3718 -0.1483 0.1135 1.1699
O -2.5004 1.4439 4.1416 1.0996 -0.6974 -1.8660
C -3.6795 0.9650 4.7504 0.1386 0.2368 0.3669
H 0.3305 4.8770 2.1218 -0.1093 0.1209 0.6412
H 0.2143 3.8949 0.7555 -0.5173 -0.9615 0.1079
H 1.1519 3.2981 2.1731 0.2052 0.0564 -0.2230
H -0.6522 4.3324 4.0450 -0.1725 0.1286 0.9436
H 0.0372 2.7033 4.2398 0.0272 -0.2524 0.2539
H -2.9857 3.4089 3.9581 0.1300 0.3601 -0.1236
H -2.1708 2.9242 5.4556 -0.0483 0.3532 0.2706
H -3.8357 -0.1019 4.5911 0.5748 -0.0196 -0.3498
H -4.5644 1.4484 4.3365 -0.0991 0.3673 0.3489
H -3.5247 1.0936 5.8217 -0.6727 0.2242 0.2259

Entry 3:
13
Properties=species:S:1:pos:R:3:forces:R:3 method="wB97M-V/def2-TZVPD" molar_mass_g_mol=118.16 total_charge=0 relative_energy_kcal_mol=38.93
C -1.5027 -1.1313 0.0209 -0.2688 -1.3496 0.8447
C -0.4520 -0.2412 -0.6607 1.8968 0.1865 1.1400
S -0.5753 1.5481 -0.3839 -0.1739 -0.6982 -0.0046
C 1.0448 1.6900 0.5083 -0.8738 3.9557 -1.0218
O 1.6696 0.5131 0.5383 3.1761 -2.9548 0.5877
C 1.2529 -0.6125 -0.0345 -5.6973 2.0054 -2.3367
O 1.7246 -1.6513 -0.2923 1.4296 -0.3044 0.8284
H -2.6168 -0.9280 -0.1923 1.8662 -0.3324 -0.5989
H -1.5649 -1.0668 1.1791 0.8820 -0.1410 -1.8442
H -1.1279 -2.1879 -0.3366 -1.3930 1.6233 1.0435
H -0.3603 -0.4670 -1.7405 -0.1275 0.1443 0.6371
H 0.8694 2.0293 1.5773 0.3554 -0.1138 -1.4474
H 1.6386 2.5053 -0.1830 -1.0718 -2.0210 2.1721

Entry 4:
15
Properties=species:S:1:pos:R:3:forces:R:3 method="wB97M-V/def2-TZVPD" molar_mass_g_mol=152.32 total_charge=0 relative_energy_kcal_mol=0.00
C 0.7880 2.4351 -2.0118 2.5709 -1.0470 -1.1320
C 0.1547 1.2889 -2.1571 -1.5302 0.2286 0.2244
S -1.3656 1.1047 -1.3078 -0.5413 0.2492 0.2448
O -1.6313 -0.5076 -1.1941 0.2095 0.5830 -1.0186
Si -1.1120 -1.7003 -0.2014 -1.9689 1.1021 0.7966
O -0.2462 -1.1263 1.0251 0.6728 0.1752 0.6484
Si -0.1554 -0.7229 2.6050 -0.8370 -0.1348 0.8000
H 1.8217 2.5004 -2.4871 -1.7822 0.6300 0.4034
H 0.3805 3.1512 -1.3527 0.2367 0.8843 0.8364
H 0.2557 0.6159 -2.9708 0.8682 -0.8982 -0.3174
H -0.1908 -2.4632 -0.9924 0.0449 -0.9889 -0.2685
H -2.5342 -1.9620 0.3684 1.3016 -0.9191 -0.4342
H -0.1612 0.7092 2.8551 0.5108 0.4916 -0.3242
H 0.9208 -1.4370 3.2907 0.4128 0.0159 -0.1735
H -1.3696 -1.0755 3.3770 -0.1687 -0.3719 -0.2857

Entry 5:
7
Properties=species:S:1:pos:R:3:forces:R:3 method="wB97M-V/def2-TZVPD" molar_mass_g_mol=204.35 total_charge=0 relative_energy_kcal_mol=9.23
N -2.5937 -0.9878 -0.5423 -5.6789 -1.0022 -0.0651
C -1.4979 -0.8178 -0.5577 3.9496 1.0549 0.4352
O -0.2463 -0.6058 -0.5638 2.0022 0.9209 0.4188
P 0.6520 0.3652 0.4726 1.3275 -0.1164 -2.9828
O 0.4568 0.2190 1.8819 -0.7474 0.2452 1.0576
Cl 0.6621 2.2317 -0.4242 -0.5452 -1.2583 0.8331
Br 2.5669 -0.4045 -0.2665 -0.3079 0.1559 0.3033